{
  "formula": "C31H57Cl2N3OP2Zr",
  "method": "wB97M-V/def2-TZVPD",
  "species": ["P", "C", "C", "C", "C", "C", "C", "C", "C", "C", "C", "C", "C", "C", "C", "C", "C", "C", "C", "H", "H", "H", "H", "H", "H", "H", "H", "H", "H", "H", "H", "H", "H", "H", "H", "H", "H", "H", "H", "H", "H", "H", "H", "H", "H", "H", "H", "H", "H", "H", "H", "H", "Zr", "Cl", "Cl", "C", "H", "C", "C", "C", "C", "C", "C", "H", "H", "H", "H", "H", "C", "N", "C", "P", "O", "N", "C", "C", "N", "C", "C", "H", "H", "H", "H", "H", "H", "H", "H", "H", "H", "H", "H", "H", "H", "H", "H", "H", "H"],
  "xyz": [[0.12, -0.44, -1.78], [1.66, 0.12, -2.80], [1.91, -0.40, -4.24], [3.27, 0.02, -4.80], [3.60, 1.50, -4.59], [3.22, 2.05, -3.21], [1.79, 1.65, -2.79], [-1.24, 0.43, -2.75], [-1.06, 0.44, -4.27], [-2.33, 0.91, -4.98], [-2.84, 2.24, -4.43], [-2.80, 2.36, -2.89], [-1.48, 1.87, -2.27], [-0.03, -2.11, -2.64], [1.18, -3.00, -2.31], [1.11, -4.34, -3.07], [-0.23, -5.08, -2.91], [-1.44, -4.16, -3.10], [-1.36, -2.81, -2.34], [2.42, -0.31, -2.14], [1.16, 0.00, -4.93], [1.82, -1.49, -4.30], [3.28, -0.21, -5.87], [4.05, -0.61, -4.35], [4.68, 1.65, -4.76], [3.07, 2.07, -5.36], [3.92, 1.68, -2.46], [3.30, 3.14, -3.22], [1.58, 2.06, -1.79], [1.08, 2.11, -3.49], [-2.11, -0.18, -2.48], [-3.09, 0.13, -4.89], [-0.76, -0.54, -4.66], [-0.26, 1.16, -4.52], [-2.10, 1.01, -6.05], [-3.87, 2.40, -4.78], [-2.22, 3.04, -4.86], [-2.98, 3.40, -2.61], [-3.61, 1.76, -2.47], [-1.53, 1.93, -1.18], [-0.65, 2.53, -2.59], [-0.02, -1.96, -3.74], [2.13, -2.51, -2.56], [1.20, -3.19, -1.22], [1.26, -4.13, -4.14], [1.94, -4.98, -2.77], [-0.27, -5.52, -1.90], [-0.28, -5.90, -3.64], [-2.36, -4.68, -2.81], [-1.54, -3.93, -4.17], [-2.21, -2.19, -2.63], [-1.44, -2.99, -1.25], [-0.01, -0.09, 1.08], [-2.34, -0.28, 0.38], [2.35, 0.25, 0.58], [-0.21, 1.73, 2.12], [-0.41, 1.60, 3.19], [-0.26, 3.12, 1.77], [-0.92, 4.00, 2.67], [-1.16, 5.31, 2.30], [-0.71, 5.78, 1.04], [0.03, 4.94, 0.18], [0.28, 3.62, 0.55], [-1.24, 3.59, 3.62], [-1.69, 5.96, 2.99], [0.41, 5.34, -0.77], [0.90, 2.96, -0.07], [-0.94, 6.81, 0.76], [-1.89, -1.37, 6.52], [-1.62, -0.91, 5.16], [-2.65, -0.02, 4.58], [-0.09, -0.97, 4.55], [-0.01, -0.96, 3.03], [0.80, 0.27, 5.18], [2.17, 0.54, 4.68], [0.48, 0.86, 6.48], [0.35, -2.44, 5.19], [-0.47, -3.59, 4.76], [1.76, -2.77, 5.47], [-2.90, -1.79, 6.55], [-1.81, -0.57, 7.26], [-1.19, -2.16, 6.79], [-2.40, 1.06, 4.70], [-2.80, -0.23, 3.51], [-3.58, -0.21, 5.12], [2.16, 1.21, 3.81], [2.71, 1.03, 5.50], [2.69, -0.39, 4.43], [-0.22, 1.70, 6.39], [0.07, 0.12, 7.17], [1.42, 1.23, 6.92], [-0.29, -3.82, 3.70], [-0.22, -4.46, 5.38], [-1.54, -3.37, 4.90], [2.35, -2.76, 4.54], [2.19, -2.08, 6.20], [1.80, -3.78, 5.91]],
  "e_tot_ha": -3105.22454,
  "total_charge": 0,
  "e_homo_ev": -5.42,
  "homo_lumo_gap_ev": 5.67
}


{
  "formula": "C3H6Cl3P",
  "method": "wB97M-V/def2-TZVPD",
  "species": ["C", "C", "C", "P", "Cl", "Cl", "Cl", "H", "H", "H", "H", "H", "H"],
  "xyz": [[-1.37, -0.28, 0.51], [0.58, -0.80, -1.28], [-0.60, -0.06, -0.69], [1.45, 2.10, 1.27], [-1.28, 1.15, -1.67], [2.95, 0.95, 0.57], [0.76, 0.89, 2.73], [-1.91, 0.57, 0.78], [-0.84, -0.58, 1.32], [-2.27, -1.05, 0.25], [0.19, -1.50, -1.90], [1.04, -1.30, -0.34], [1.29, -0.10, -1.55]],
  "e_tot_ha": -1839.76861,
  "total_charge": 0,
  "de_lowest_ev": 3.228,
  "e_homo_ev": [-8.39, -7.28],
  "homo_lumo_gap_ev": [8.85, 5.94]
}


{
  "formula": "C10H16B2KO6",
  "method": "wB97M-V/def2-TZVPD",
  "species": ["K", "B", "H", "H", "H", "H", "B", "H", "H", "H", "H", "C", "C", "C", "O", "C", "C", "C", "O", "O", "O", "H", "H", "O", "C", "O", "C", "C", "C", "H", "H", "H", "H", "H", "H"],
  "xyz": [[-4.52, 14.59, -4.31], [-7.32, 14.66, -3.50], [-6.74, 13.75, -3.57], [-6.80, 15.57, -3.23], [-7.77, 14.67, -4.48], [-8.11, 14.54, -2.77], [-3.33, 13.81, -1.53], [-3.79, 13.90, -0.56], [-3.78, 12.98, -2.06], [-3.52, 14.73, -2.05], [-2.27, 13.63, -1.48], [-5.45, 8.99, -6.04], [-4.20, 9.79, -5.70], [-4.44, 11.39, -5.45], [-3.53, 12.11, -4.99], [-5.68, 11.90, -5.91], [-6.72, 11.10, -6.35], [-6.62, 9.58, -6.38], [-7.54, 8.81, -6.80], [-7.79, 11.75, -6.80], [-2.99, 9.41, -5.69], [-5.40, 7.92, -5.94], [-5.85, 12.96, -5.85], [-4.86, 16.89, -5.98], [-4.08, 17.61, -5.42], [-3.94, 17.79, -4.13], [-2.92, 18.87, -3.95], [-2.03, 18.73, -5.18], [-3.08, 18.48, -6.21], [-2.31, 18.92, -3.05], [-3.58, 19.74, -3.92], [-1.30, 17.93, -5.04], [-1.37, 19.58, -5.29], [-2.71, 17.82, -6.99], [-3.53, 19.33, -6.72]],
  "e_tot_ha": -1491.40770,
  "total_charge": -3,
  "de_lowest_ev": 0.000,
  "e_homo_ev": 2.41,
  "homo_lumo_gap_ev": 2.74
}


{
  "formula": "C42H56FN3O20P2S3",
  "method": "wB97M-V/def2-TZVPD",
  "species": ["N", "P", "O", "C", "O", "S", "O", "O", "C", "O", "O", "N", "O", "C", "C", "C", "C", "S", "C", "S", "N", "C", "C", "C", "C", "C", "C", "C", "C", "C", "C", "C", "C", "C", "C", "C", "O", "F", "P", "O", "O", "H", "H", "H", "H", "H", "H", "H", "H", "H", "H", "H", "H", "H", "H", "H", "H", "H", "H", "H", "H", "H", "H", "H", "H", "H", "H", "O", "C", "C", "C", "C", "O", "H", "H", "H", "H", "H", "H", "O", "C", "C", "C", "C", "O", "H", "H", "H", "H", "H", "H", "O", "C", "C", "C", "C", "O", "H", "H", "H", "H", "H", "H", "O", "C", "C", "C", "C", "O", "H", "H", "H", "H", "H", "H", "O", "C", "C", "C", "C", "O", "H", "H", "H", "H", "H", "H"],
  "xyz": [[-4.01, -6.23, 1.89], [-2.97, -4.87, 2.04], [-3.68, -3.92, 3.25], [-1.36, -5.53, 2.73], [-1.26, -6.90, 2.35], [-0.14, -7.72, 3.14], [-0.05, -9.01, 2.56], [-0.41, -7.65, 4.55], [1.40, -6.73, 2.82], [2.34, -7.28, 3.69], [1.84, -6.91, 1.52], [2.86, -7.99, 1.40], [3.76, -7.59, 0.83], [1.06, -5.26, 3.17], [2.31, -4.41, 3.45], [3.31, -4.17, 2.31], [3.29, -2.79, 1.64], [3.60, -1.47, 2.85], [2.81, -0.03, 2.08], [3.47, 0.52, 0.69], [1.69, 0.51, 2.69], [1.24, 1.76, 2.08], [0.03, 1.77, 1.40], [-0.44, 2.94, 0.81], [0.28, 4.13, 0.87], [1.48, 4.11, 1.57], [1.94, 2.95, 2.16], [1.78, 0.56, 4.14], [0.91, -0.25, 4.85], [0.91, -0.26, 6.24], [1.77, 0.56, 6.96], [2.63, 1.38, 6.24], [2.65, 1.38, 4.85], [-0.10, -4.67, 2.32], [-0.43, -3.21, 2.74], [-0.72, -2.26, 1.58], [0.13, -1.60, 1.12], [-1.96, -2.08, 1.12], [-0.02, -4.68, 0.43], [-0.94, -5.90, -0.15], [1.50, -4.78, -0.18], [-4.09, -6.66, 2.82], [-4.93, -5.81, 1.76], [-3.21, -4.02, 4.09], [-1.45, -5.51, 3.83], [2.00, -7.14, 4.59], [0.61, -5.37, 4.17], [2.09, -3.46, 3.94], [2.85, -4.97, 4.21], [3.32, -4.94, 1.55], [4.30, -4.21, 2.78], [4.13, -2.80, 0.95], [2.41, -2.59, 1.03], [-0.60, 0.90, 1.31], [-1.38, 2.94, 0.28], [-0.06, 5.04, 0.39], [2.05, 5.03, 1.64], [2.89, 3.00, 2.67], [0.20, -0.89, 4.35], [0.23, -0.90, 6.79], [1.77, 0.59, 8.03], [3.28, 2.03, 6.81], [3.35, 2.03, 4.35], [0.41, -2.72, 3.23], [-1.25, -3.20, 3.47], [-1.09, -5.69, -1.08], [1.69, -5.67, -0.53], [-1.14, 7.13, -1.10], [-0.68, 6.56, -2.05], [0.47, 7.03, -2.92], [0.34, 6.13, -4.15], [-0.29, 4.88, -3.54], [-1.11, 5.35, -2.46], [1.40, 6.86, -2.38], [0.36, 8.08, -3.17], [1.28, 5.94, -4.66], [-0.34, 6.57, -4.86], [0.46, 4.19, -3.13], [-0.91, 4.34, -4.26], [-2.31, 2.14, -4.01], [-2.25, 1.06, -3.50], [-2.69, 0.71, -2.10], [-2.02, -0.64, -1.87], [-1.95, -1.20, -3.28], [-1.79, -0.05, -4.14], [-3.78, 0.63, -2.08], [-2.35, 1.45, -1.39], [-2.55, -1.29, -1.18], [-1.01, -0.49, -1.48], [-2.87, -1.73, -3.57], [-1.11, -1.87, -3.43], [4.38, 1.79, -1.49], [5.01, 1.24, -2.33], [5.45, -0.22, -2.35], [6.53, -0.22, -3.43], [6.07, 0.91, -4.34], [5.42, 1.86, -3.47], [4.59, -0.83, -2.62], [5.83, -0.51, -1.38], [6.63, -1.17, -3.95], [7.49, 0.03, -2.98], [5.35, 0.58, -5.09], [6.90, 1.40, -4.85], [0.23, 8.46, -5.55], [-0.76, 9.02, -5.94], [-1.35, 8.97, -7.33], [-2.33, 10.15, -7.31], [-2.72, 10.20, -5.83], [-1.55, 9.76, -5.12], [-1.86, 8.02, -7.47], [-0.58, 9.10, -8.08], [-3.19, 10.03, -7.97], [-1.81, 11.06, -7.59], [-3.54, 9.53, -5.59], [-2.97, 11.21, -5.51], [-5.82, -1.93, -1.94], [-5.84, -1.88, -0.75], [-6.60, -2.78, 0.20], [-6.54, -2.01, 1.52], [-5.23, -1.25, 1.36], [-5.10, -1.00, -0.04], [-6.08, -3.74, 0.27], [-7.62, -2.93, -0.14], [-6.57, -2.63, 2.41], [-7.37, -1.30, 1.58], [-4.36, -1.83, 1.68], [-5.23, -0.30, 1.90]],
  "e_tot_ha": -5280.17503,
  "total_charge": 0,
  "e_homo_ev": -7.50,
  "homo_lumo_gap_ev": 6.49
}